a) Molecular formula: C7H13NS
Method: DFT, wB97M-V/def2-TZVPD

## Properties
Charge: 0
Kohn-Sham gap: 9.2217 eV
Molar mass: 143.3 Da
Highest occupied orbital energy: -8.495 eV

Last column: Löwdin charge in e.
CARTESIAN COORDINATES (ANGSTROEM)
C (-1.672, -1.652, 1.259)  -0.111
C (-1.039, -0.855, 0.187)  -0.157
C (0.256, -0.968, -0.082)  -0.384
C (0.892, -0.237, -1.221)  -0.065
C (1.199, -1.869, 0.600)  -0.065
H (-1.839, -2.606, 0.885)  0.050
H (-2.653, -1.221, 1.647)  0.102
H (-1.039, -1.865, 2.090)  0.057
H (-1.752, -0.254, -0.441)  0.126
H (1.585, 0.522, -0.836)  0.089
H (0.200, 0.310, -1.722)  0.006
H (1.390, -1.014, -1.782)  0.088
H (1.168, -1.552, 1.581)  0.047
H (2.175, -2.035, 0.262)  0.064
H (0.945, -2.934, 0.739)  0.098
C (-0.074, 2.920, -1.385)  -0.115
N (0.047, 2.474, -0.075)  -0.014
C (0.168, 2.218, 1.100)  -0.781
S (0.417, 1.602, 2.507)  0.688
H (-0.590, 2.103, -1.978)  0.094
H (-0.705, 3.761, -1.452)  0.064
H (0.921, 3.152, -1.884)  0.117

b) Molecular formula: C7H13NS
Method: DFT, wB97M-V/def2-TZVPD

## Properties
Charge: 0
Kohn-Sham gap (spin up / spin down): 7.3544 / 7.4351 eV
Molar mass: 143.3 Da
Highest occupied orbital energy (spin up / spin down): -7.043 / -6.928 eV

Last column: Löwdin charge in e.
CARTESIAN COORDINATES (ANGSTROEM)
C (-2.371, -0.115, 0.165)  -0.781
C (-0.245, -1.012, 0.975)  -0.133
C (-0.240, 0.885, -0.572)  -0.130
C (0.482, -0.316, -0.203)  -0.649
C (-0.145, 2.200, 0.241)  -0.126
C (1.891, 0.079, 0.128)  -0.075
C (0.518, -1.347, -1.378)  -0.060
N (-1.715, -0.940, 0.910)  -0.037
S (-3.834, 0.357, -0.221)  0.615
H (0.100, -2.103, 0.952)  0.135
H (0.234, -0.746, 1.908)  0.112
H (-0.423, 1.222, -1.660)  0.137
H (0.058, 2.034, 1.312)  0.068
H (-1.089, 2.850, 0.034)  0.099
H (0.511, 3.022, -0.088)  0.064
H (2.378, -0.884, 0.442)  0.096
H (2.093, 0.872, 0.986)  0.126
H (2.387, 0.448, -0.756)  0.080
H (-0.528, -1.848, -1.456)  0.110
H (1.087, -2.230, -0.979)  0.071
H (1.107, -0.994, -2.360)  0.131
H (-2.256, -1.434, 1.619)  0.147

c) Molecular formula: C7H13NS
Method: DFT, wB97M-V/def2-TZVPD

## Properties
Charge: 0
Kohn-Sham gap (spin up / spin down): 7.8620 / 7.7017 eV
Molar mass: 143.3 Da
Highest occupied orbital energy (spin up / spin down): -7.868 / -7.345 eV

Last column: Löwdin charge in e.
CARTESIAN COORDINATES (ANGSTROEM)
C (-1.071, 1.761, 0.829)  -0.686
C (-0.683, -1.045, 1.608)  0.082
C (-0.646, 0.013, -0.703)  -0.147
C (0.127, -0.900, 0.383)  -0.610
C (0.334, -2.341, -0.220)  -0.049
C (1.498, -0.331, 0.588)  -0.076
C (-0.128, 2.289, -1.378)  -0.026
N (-0.758, 1.388, -0.383)  -0.278
S (-1.466, 3.144, 1.543)  0.626
H (-0.351, -1.211, 2.638)  0.079
H (-1.669, -1.273, 1.335)  0.042
H (-0.122, -0.095, -1.716)  0.151
H (-1.608, -0.482, -0.677)  0.114
H (1.297, -2.309, -0.899)  0.117
H (-0.509, -2.595, -0.895)  0.076
H (0.290, -3.164, 0.440)  0.054
H (1.943, -0.539, 1.628)  0.110
H (1.299, 0.848, 0.735)  0.115
H (2.270, -0.460, -0.072)  0.035
H (-0.353, 1.942, -2.363)  0.065
H (-0.634, 3.307, -1.238)  0.105
H (0.939, 2.053, -1.183)  0.100

It is c) that is the least stable of them.

a) Molecular formula: C8H13NOSi
Method: DFT, wB97M-V/def2-TZVPD

## Properties
Charge: 0
Kohn-Sham gap: 7.8001 eV
Molar mass: 167.3 Da
Highest occupied orbital energy: -7.906 eV

Last column: Löwdin charge in e.
CARTESIAN COORDINATES (ANGSTROEM)
C (3.174, 1.457, 2.860)  -0.111
C (2.783, 0.382, 3.719)  -0.089
C (2.453, 1.662, 1.709)  -0.104
C (1.828, -0.527, 3.282)  -0.054
C (1.586, 0.672, 1.258)  -0.072
C (1.151, -0.339, 2.053)  -0.359
C (-2.274, -0.986, -4.687)  -0.186
C (-1.554, 0.697, -1.044)  -0.285
N (0.288, -1.343, 1.604)  0.072
O (-2.068, -0.344, -3.460)  -0.426
Si (-1.108, -0.821, -2.185)  0.752
H (3.914, 2.190, 3.153)  0.092
H (3.267, 0.387, 4.672)  0.087
H (2.823, 2.479, 1.104)  0.101
H (1.441, -1.450, 3.936)  0.145
H (1.010, 0.805, 0.305)  0.096
H (-2.527, -1.978, -4.649)  0.047
H (-1.349, -0.937, -5.210)  0.070
H (-2.999, -0.532, -5.310)  0.075
H (-1.602, 1.602, -1.526)  -0.025
H (-2.570, 0.535, -0.692)  0.015
H (-0.878, 0.727, -0.113)  -0.003
H (-0.099, -2.064, 2.189)  0.072
H (-0.374, -1.271, 0.736)  0.087

b) Molecular formula: C8H13NOSi
Method: DFT, wB97M-V/def2-TZVPD

## Properties
Charge: 0
Kohn-Sham gap: 10.1182 eV
Molar mass: 167.3 Da
Highest occupied orbital energy: -9.695 eV

Last column: Löwdin charge in e.
CARTESIAN COORDINATES (ANGSTROEM)
C (0.392, -2.374, -0.417)  0.079
C (1.214, -1.327, -0.628)  -0.309
C (2.542, -1.244, -1.328)  -0.015
O (1.098, -0.072, 0.203)  -0.181
Si (-0.080, 0.718, 0.879)  0.504
C (0.048, 2.600, 0.565)  -0.150
C (-0.401, 0.255, 2.700)  -0.109
C (-1.577, 0.476, -0.451)  -0.320
C (-1.408, 0.332, -1.790)  0.035
C (-2.776, 0.024, 0.070)  -0.319
N (-3.738, -0.307, 0.610)  0.152
H (0.692, -3.024, -1.244)  0.082
H (-0.589, -2.343, -0.296)  0.012
H (2.937, -0.313, -1.127)  0.054
H (3.164, -2.082, -1.064)  0.092
H (2.201, -1.252, -2.356)  0.090
H (-0.948, 2.912, 0.095)  0.059
H (0.342, 3.197, 1.383)  0.000
H (0.840, 2.609, -0.192)  0.027
H (0.455, -0.058, 3.182)  0.005
H (-0.806, 1.072, 3.244)  0.030
H (-0.939, -0.627, 2.587)  0.005
H (-2.312, 0.265, -2.385)  0.069
H (-0.351, 0.566, -2.240)  0.108

It is b) that is the least stable of them.

a) Molecular formula: C3H8O3
Method: DFT, wB97M-V/def2-TZVPD

## Properties
Charge: 0
Kohn-Sham gap: 10.7432 eV
Molar mass: 92.1 Da
Highest occupied orbital energy: -9.982 eV

Last column: Löwdin charge in e.
CARTESIAN COORDINATES (ANGSTROEM)
O (-1.871, -0.290, 0.285)  -0.081
C (-1.149, 0.804, -0.204)  -0.198
C (0.207, 0.117, -0.710)  -0.301
O (0.206, -1.319, -0.808)  -0.050
C (1.260, 0.277, 0.374)  -0.215
O (0.805, -0.371, 1.559)  -0.063
H (-1.223, -0.626, 0.926)  0.072
H (-1.752, 1.340, -0.962)  0.118
H (-1.063, 1.561, 0.616)  0.126
H (0.487, 0.508, -1.688)  0.138
H (-0.406, -1.673, -1.464)  0.106
H (2.215, -0.158, 0.056)  0.126
H (1.380, 1.330, 0.623)  0.124
H (0.902, -1.324, 1.417)  0.098

b) Molecular formula: C3H8O3
Method: DFT, wB97M-V/def2-TZVPD

## Properties
Charge: 0
Kohn-Sham gap: 11.2585 eV
Molar mass: 92.1 Da
Highest occupied orbital energy: -10.565 eV

Last column: Löwdin charge in e.
CARTESIAN COORDINATES (ANGSTROEM)
C (0.707, 1.212, 0.404)  -0.068
C (0.535, 0.233, -0.784)  -0.149
C (0.694, -1.206, -0.364)  -0.530
O (-0.112, -2.090, -0.306)  0.110
O (1.980, -1.430, 0.040)  0.081
H (1.522, 0.721, 0.949)  0.069
H (-0.157, 1.197, 1.060)  0.074
H (1.081, 2.198, 0.180)  0.070
H (-0.379, 0.399, -1.344)  0.109
H (1.325, 0.380, -1.530)  0.120
H (1.978, -2.335, 0.346)  0.112
O (-3.197, 2.468, 0.783)  -0.046
H (-3.631, 1.627, 0.781)  0.020
H (-3.181, 2.761, -0.127)  0.029

It is a) that is the least stable of them.